DFT (ωB97M-V with the def2-TZVPD basis set) results for a 2-piece molecular cluster, C10H16 overall.

HOMO-LUMO gap (alpha / beta) (eV): 2.57 / 8.69
LUMO energy (alpha / beta) (eV): 3.817 / 3.731
Spin multiplicity: 2
E_tot (Eh): -390.55425
Net charge: -1
Energy relative to the best compared isomer or geometry (same formula, charge and spin) (eV): 0.788

Last column: Mulliken spin population.
Geometry (Å):
1 C -2.40849 -1.03478 1.33323  -0.5856
2 C -2.62004 -2.46583 0.84071  0.3406
3 C -1.24774 -1.03483 2.37146  0.0524
4 H -3.27251 -0.55042 1.79333  -0.1286
5 H -2.12699 -0.36955 0.52336  0.5454
6 H -3.43172 -3.00962 1.35807  -0.0452
7 H -2.90732 -2.62898 -0.19501  -0.1887
8 H -0.37857 -0.46680 2.03735  0.0762
9 H -1.77208 -3.11620 1.03190  0.0076
10 H -0.86612 -2.03168 2.55305  0.0426
11 H -1.63931 -0.70575 3.33783  -0.0007
12 C -0.63959 1.06835 -1.66896  -0.8169
13 C 2.54763 1.51663 0.34299  -0.9470
14 C 3.50016 1.38986 -0.66234  0.6864
15 C 1.22037 1.50989 -0.02736  1.9588
16 C 0.82450 1.12383 -1.31140  -0.2188
17 C 3.10842 0.96940 -1.93875  -1.0466
18 C 1.78923 0.67080 -2.22018  1.6435
19 H 2.86463 1.65722 1.37202  -0.2976
20 H 4.54061 1.67918 -0.57149  -0.0983
21 H 0.39647 1.79358 0.62518  0.0810
22 H 3.92623 0.77509 -2.62991  -0.3522
23 H -0.95182 0.17459 -1.10652  0.6033
24 H -0.72309 0.98613 -2.75268  -0.2975
25 H 1.45513 0.16408 -3.11040  -0.0773
26 H -1.18800 1.93579 -1.32552  0.0631

Forces on atoms 1 to 2 (eV/Å):
C 1.1 -0.2 0.3
C -1.3 -1.0 0.1